[1]
Molecular formula: C34H39AuBrNO2Si2
Method: DFT, the ωB97M-V functional and the def2-TZVPD basis

Last column: Löwdin charge in e.
CARTESIAN COORDINATES (ANGSTROEM)
Au  1.019  0.012  -0.062  1.00
C  -0.110  -1.327  -1.129  -0.31
Si  -1.769  -0.475  -1.388  0.59
C  -1.447  1.290  -1.889  -0.23
N  -0.498  1.938  -0.964  -0.26
C  0.343  2.958  -1.611  -0.21
C  -0.390  4.255  -1.925  -0.18
C  -0.984  4.844  -0.651  -0.20
C  -1.884  3.817  0.025  -0.18
C  -1.120  2.517  0.268  -0.18
C  -2.651  -1.294  -2.800  -0.24
C  -3.843  -2.011  -2.626  -0.08
C  -4.453  -2.653  -3.703  -0.08
C  -3.879  -2.593  -4.964  -0.09
C  -2.691  -1.894  -5.157  -0.09
C  -2.086  -1.254  -4.083  -0.10
C  -2.758  -0.538  0.164  -0.27
C  -4.051  -0.001  0.202  -0.11
C  -4.779  0.022  1.383  -0.08
C  -4.220  -0.492  2.552  -0.08
C  -2.939  -1.028  2.536  -0.07
C  -2.212  -1.056  1.348  -0.08
H  0.365  -1.596  -2.078  -0.01
H  -0.094  -2.204  -0.472  0.03
H  -2.363  1.881  -2.040  0.09
H  -0.975  1.205  -2.877  0.09
H  0.766  2.515  -2.516  0.11
H  1.178  3.172  -0.927  0.12
H  -1.189  4.056  -2.649  0.11
H  0.304  4.956  -2.396  0.11
H  -1.533  5.762  -0.866  0.11
H  -0.167  5.108  0.033  0.12
H  -2.768  3.634  -0.595  0.11
H  -2.245  4.190  0.987  0.11
H  -1.782  1.770  0.702  0.10
H  -0.317  2.690  0.989  0.09
H  -4.300  -2.075  -1.643  0.10
H  -5.376  -3.201  -3.552  0.10
H  -4.352  -3.094  -5.801  0.10
H  -2.238  -1.851  -6.139  0.10
H  -1.155  -0.716  -4.252  0.10
H  -4.497  0.413  -0.701  0.11
H  -5.777  0.444  1.396  0.10
H  -4.786  -0.470  3.475  0.10
H  -2.497  -1.420  3.445  0.11
H  -1.203  -1.459  1.368  0.07
C  3.324  0.432  -2.620  -0.20
Si  3.221  -0.099  -0.870  0.47
C  4.235  0.965  0.209  -0.20
C  3.771  -1.856  -0.776  -0.29
C  4.850  -2.241  0.027  -0.09
C  5.289  -3.563  0.053  -0.09
C  4.647  -4.521  -0.719  -0.09
C  3.560  -4.161  -1.513  -0.08
C  3.128  -2.843  -1.536  -0.10
H  4.328  0.177  -2.987  0.05
H  3.178  1.514  -2.717  0.03
H  2.584  -0.075  -3.248  0.03
H  5.259  0.926  -0.183  0.05
H  4.226  0.638  1.253  0.04
H  3.883  2.002  0.190  0.04
H  5.359  -1.507  0.646  0.09
H  6.128  -3.842  0.679  0.10
H  4.991  -5.548  -0.705  0.10
H  3.046  -4.911  -2.104  0.10
H  2.271  -2.578  -2.149  0.08
Br  1.005  3.093  4.158  0.78
C  0.982  1.347  4.915  -0.59
C  0.938  1.329  6.306  -0.15
C  0.873  0.127  6.992  -0.08
C  0.836  -1.067  6.289  -0.08
C  0.880  -1.038  4.906  -0.03
C  0.968  0.157  4.187  -0.15
C  1.048  0.013  2.679  -0.61
O  1.292  1.066  1.975  -0.19
O  0.870  -1.114  2.181  -0.08
H  0.951  2.268  6.844  0.09
H  0.850  0.131  8.075  0.10
H  0.772  -2.014  6.812  0.10
H  0.855  -1.952  4.330  0.11

Kohn-Sham gap, eV: 6.9249
Energy above the lowest of the compared OMol25 structures with the same formula, charge and spin, kJ/mol: 132.9
HOMO, Ha: -0.2823

=====

[2]
Molecular formula: C4H10O2
Method: DFT, the ωB97M-V functional and the def2-TZVPD basis

Last column: Löwdin charge in e.
CARTESIAN COORDINATES (ANGSTROEM)
C  0.422  -1.416  -0.207  -0.16
C  0.701  0.010  0.081  -0.18
C  2.122  0.399  -0.016  -0.01
C  -0.467  0.749  0.523  -0.11
O  0.136  -1.509  -1.702  -0.04
H  -0.417  -1.803  0.376  0.13
H  1.143  -2.230  -0.127  0.13
H  2.308  1.469  0.003  0.10
H  2.532  -0.058  -0.917  0.10
H  2.610  -0.070  0.847  0.12
H  -0.506  1.734  0.053  0.12
H  -0.452  0.837  1.627  0.15
H  -1.325  0.194  0.153  0.09
H  -3.304  2.041  1.528  -0.09
H  0.289  -0.565  -1.850  0.07
O  -2.560  1.482  1.255  -0.39

Kohn-Sham gap, eV: 4.7776
Energy above the lowest of the compared OMol25 structures with the same formula, charge and spin, kJ/mol: 636.7
HOMO, Ha: -0.2695

=====

[3]
Molecular formula: C24H36F3O19V
Method: DFT, the ωB97M-V functional and the def2-TZVPD basis

Last column: Löwdin charge in e.
CARTESIAN COORDINATES (ANGSTROEM)
O  -0.012  1.051  1.317  -0.23
V  0.582  0.889  -0.125  1.01
O  1.380  -0.445  -0.308  -0.24
C  0.812  3.033  -2.338  -0.20
O  1.807  1.998  -2.137  -0.15
O  0.010  2.761  -1.205  0.10
C  1.387  4.457  -2.581  -0.46
F  2.145  4.791  -1.516  0.17
F  2.171  4.680  -3.666  0.17
F  0.384  5.411  -2.693  0.14
C  2.733  1.609  -3.138  -0.22
C  3.370  0.265  -2.805  -0.05
H  3.830  0.326  -1.818  0.06
H  2.643  -0.546  -2.767  0.08
H  4.162  0.060  -3.525  0.10
H  3.509  2.335  -3.378  0.13
H  2.243  1.340  -4.073  0.13
H  0.302  2.629  -3.212  0.20
C  -2.286  1.174  4.136  -0.01
C  -2.734  0.062  3.120  -0.25
C  -2.825  -1.435  3.638  -0.06
O  -4.236  -1.684  3.557  0.02
C  -4.937  -0.715  2.838  -0.47
O  -6.134  -0.781  2.601  0.13
O  -4.079  0.354  2.608  0.02
H  -1.200  1.101  4.193  0.07
H  -2.667  1.036  5.147  0.09
H  -2.416  2.197  3.784  0.08
H  -2.135  0.114  2.211  0.10
H  -2.516  -1.619  4.667  0.14
H  -2.414  -2.138  2.914  0.11
C  6.887  4.043  0.882  -0.01
C  5.990  3.345  -0.150  -0.27
C  6.073  1.816  -0.145  -0.11
O  4.778  1.341  0.008  0.06
C  3.943  2.418  0.253  -0.48
O  2.727  2.307  0.428  0.09
O  4.649  3.501  0.295  0.12
H  6.597  5.093  0.908  0.09
H  7.960  4.070  0.693  0.10
H  6.721  3.688  1.900  0.10
H  6.122  3.830  -1.117  0.16
H  6.701  1.595  0.718  0.14
H  6.575  1.482  -1.053  0.14
C  1.138  -3.639  0.463  0.00
C  1.123  -4.534  1.757  -0.27
C  1.963  -4.094  2.958  -0.10
O  1.083  -4.116  4.049  0.08
C  -0.180  -4.250  3.593  -0.50
O  -1.207  -4.397  4.263  0.13
O  -0.167  -4.258  2.235  0.04
H  0.734  -2.628  0.512  0.05
H  0.579  -4.153  -0.319  0.07
H  2.181  -3.469  0.199  0.08
H  1.285  -5.606  1.643  0.16
H  2.285  -3.054  2.907  0.14
H  2.833  -4.702  3.208  0.14
C  -2.264  -4.773  -2.146  0.00
C  -2.937  -3.494  -1.616  -0.30
C  -3.272  -3.522  -0.144  -0.05
O  -3.018  -2.165  0.182  0.09
C  -2.087  -1.681  -0.614  -0.51
O  -1.377  -0.701  -0.385  0.05
O  -1.903  -2.546  -1.624  0.09
H  -1.721  -5.319  -1.375  0.08
H  -1.572  -4.653  -2.980  0.09
H  -3.054  -5.421  -2.526  0.09
H  -3.786  -3.139  -2.201  0.17
H  -2.576  -4.140  0.423  0.14
H  -4.333  -3.734  -0.011  0.16
C  -3.299  1.951  -0.053  0.00
C  -3.676  2.488  -1.418  -0.34
C  -2.996  1.790  -2.568  -0.11
O  -3.944  1.621  -3.593  0.10
C  -5.145  1.726  -3.036  -0.48
O  -6.270  1.591  -3.544  0.13
O  -4.995  2.144  -1.728  0.09
H  -3.959  2.332  0.726  0.10
H  -2.287  2.200  0.267  0.07
H  -3.425  0.869  -0.082  0.08
H  -3.544  3.570  -1.435  0.16
H  -2.759  0.770  -2.264  0.12
H  -2.054  2.294  -2.783  0.12

Kohn-Sham gap (alpha / beta), eV: 7.4687 / 4.0813
⟨S²⟩: 0.756
Total charge: +1
Energy above the lowest of the compared OMol25 structures with the same formula, charge and spin, kJ/mol: 41.7
HOMO (alpha / beta), Ha: -0.4595 / -0.4595
2S+1: 2

=====

[4]
Molecular formula: C27H41BrCdN2P2
Method: DFT, the ωB97M-V functional and the def2-TZVPD basis

Last column: Löwdin charge in e.
CARTESIAN COORDINATES (ANGSTROEM)
C  2.670  4.642  -0.769  -0.01
C  1.577  4.224  -1.544  -0.23
C  1.806  3.924  -2.902  0.01
C  3.140  3.813  -3.328  -0.11
N  4.188  4.118  -2.550  0.09
C  3.969  4.499  -1.289  -0.11
C  0.320  4.097  -0.861  0.11
C  -0.688  3.865  -0.188  0.07
C  -1.490  3.183  0.757  -0.21
C  -0.996  3.081  2.095  0.03
C  -1.723  2.243  2.975  -0.03
C  -2.421  1.330  2.207  -0.20
C  -3.249  1.616  1.139  -0.05
C  -2.698  2.616  0.317  0.02
Cd  -1.455  -0.545  2.196  1.00
P  1.119  -0.492  0.770  0.88
H  0.975  3.840  -3.591  0.12
H  2.481  5.099  0.204  0.12
H  3.380  3.471  -4.338  0.12
H  4.832  4.712  -0.647  0.12
H  -3.163  2.818  -0.656  0.15
H  0.038  3.424  2.312  0.15
H  -4.157  1.062  0.871  0.14
H  -1.543  2.204  4.050  0.14
C  1.937  -2.180  0.837  -0.40
C  3.136  -2.436  -0.068  -0.14
H  1.128  -2.903  0.625  0.06
H  2.227  -2.308  1.894  0.08
H  3.530  -3.434  0.164  0.09
H  2.871  -2.433  -1.133  0.08
H  3.954  -1.727  0.114  0.05
C  1.304  0.096  -0.985  -0.39
C  2.668  0.501  -1.503  -0.14
H  0.623  0.960  -1.040  0.06
H  0.874  -0.696  -1.613  0.05
H  2.566  0.795  -2.552  0.08
H  3.076  1.379  -0.994  0.06
H  3.410  -0.303  -1.481  0.06
C  2.270  0.601  1.741  -0.42
C  3.768  0.311  1.675  -0.14
H  1.917  0.530  2.786  0.05
H  2.058  1.623  1.388  0.06
H  4.287  1.061  2.285  0.08
H  4.029  -0.671  2.088  0.08
H  4.177  0.394  0.660  0.06
Br  -3.550  -1.554  3.000  -0.01
P  -1.954  -2.143  -0.792  0.90
C  -0.839  -2.861  -2.047  -0.43
C  -1.293  -4.124  -2.736  -0.13
H  0.078  -3.071  -1.479  0.05
H  -0.580  -2.078  -2.764  0.07
H  -0.499  -4.473  -3.398  0.09
H  -1.487  -4.931  -2.030  0.07
H  -2.177  -3.983  -3.360  0.08
C  -3.206  -3.433  -0.359  -0.42
C  -4.494  -3.472  -1.166  -0.14
H  -3.439  -3.204  0.702  -0.01
H  -2.687  -4.404  -0.392  0.08
H  -5.137  -4.248  -0.742  0.08
H  -5.048  -2.531  -1.097  0.07
H  -4.329  -3.725  -2.218  0.07
C  -2.944  -0.765  -1.556  -0.44
C  -3.277  -0.951  -3.024  -0.14
H  -2.336  0.141  -1.401  0.04
H  -3.846  -0.630  -0.938  0.06
H  -3.759  -0.039  -3.391  0.08
H  -2.385  -1.110  -3.639  0.07
H  -3.979  -1.776  -3.191  0.07
C  0.139  -0.319  6.460  -0.02
C  -0.114  -0.671  5.093  -0.21
N  -0.202  -0.946  3.962  0.04
H  1.097  -0.785  6.752  0.12
H  -0.675  -0.699  7.098  0.12
H  0.200  0.782  6.539  0.11

Kohn-Sham gap (alpha / beta), eV: 3.5682 / 3.6979
Total charge: +2
Energy above the lowest of the compared OMol25 structures with the same formula, charge and spin, kJ/mol: 416.6
HOMO (alpha / beta), Ha: -0.4782 / -0.4800

=====

Which of these has the highest energy above the lowest of the compared OMol25 structures with the same formula, charge and spin?
C4H10O2

=====

The lowest energy above the lowest of the compared OMol25 structures with the same formula, charge and spin belongs to which entry?
C24H36F3O19V

=====

Please write out number 2 again, unchanged.
Molecular formula: C4H10O2
Method: DFT, the ωB97M-V functional and the def2-TZVPD basis

Last column: Löwdin charge in e.
CARTESIAN COORDINATES (ANGSTROEM)
C  0.422  -1.416  -0.207  -0.16
C  0.701  0.010  0.081  -0.18
C  2.122  0.399  -0.016  -0.01
C  -0.467  0.749  0.523  -0.11
O  0.136  -1.509  -1.702  -0.04
H  -0.417  -1.803  0.376  0.13
H  1.143  -2.230  -0.127  0.13
H  2.308  1.469  0.003  0.10
H  2.532  -0.058  -0.917  0.10
H  2.610  -0.070  0.847  0.12
H  -0.506  1.734  0.053  0.12
H  -0.452  0.837  1.627  0.15
H  -1.325  0.194  0.153  0.09
H  -3.304  2.041  1.528  -0.09
H  0.289  -0.565  -1.850  0.07
O  -2.560  1.482  1.255  -0.39

Kohn-Sham gap, eV: 4.7776
Energy above the lowest of the compared OMol25 structures with the same formula, charge and spin, kJ/mol: 636.7
HOMO, Ha: -0.2695

=====

Which of these has the lowest energy above the lowest of the compared OMol25 structures with the same formula, charge and spin?
C24H36F3O19V